C12H29FeN4O9P as an isolated structure in a non-equilibrium geometry, computed with ωB97M-V/def2-TZVPD.

The geometry in XYZ format:
```
56
Properties=species:S:1:pos:R:3:lowdin_spin:R:1
Fe -1.5975 1.1902 -0.6203 3.6335
O 0.3463 1.6680 -0.3682 0.0790
H 0.8136 1.2533 0.3513 0.0059
P -3.0334 2.9886 0.6999 0.0088
O -2.9775 1.3970 0.7689 0.1097
O -2.2255 3.5846 1.8786 0.0100
O -4.3316 3.6649 0.2506 0.0088
O -2.0536 3.0822 -0.4971 0.1376
C 1.8672 2.8111 3.2062 0.0000
O 1.7424 3.0751 2.0279 0.0006
N 0.9539 2.1227 3.9151 0.0000
C -0.3946 1.7414 3.5256 -0.0005
C 1.1990 1.9188 5.3300 0.0000
H 2.7665 3.1374 3.7507 0.0000
H -0.5874 0.7382 3.9337 0.0000
H -0.7130 1.6666 2.4835 -0.0006
H -1.1387 2.3655 4.0243 -0.0001
H 1.9647 2.6507 5.6126 0.0000
H 0.3139 2.1922 5.9118 0.0000
H 1.5286 0.9367 5.6754 0.0000
C 1.4097 0.1402 -2.9879 -0.0014
O 1.8836 -0.9941 -2.9533 -0.0007
N 0.9075 0.6612 -4.1316 -0.0016
C 0.4413 2.0317 -4.1145 -0.0029
C 0.8859 -0.0462 -5.3726 -0.0004
H 1.3267 0.8366 -2.1348 -0.0003
H 0.7627 2.4640 -3.1687 -0.0002
H -0.6439 2.1094 -4.2368 -0.0029
H 0.8325 2.6491 -4.9326 0.0000
H 1.2619 -1.0641 -5.3715 0.0000
H -0.1052 0.0893 -5.8180 -0.0003
H 1.5684 0.4359 -6.0955 0.0000
C -1.2449 -1.7652 -1.2613 0.0062
O -1.1066 -0.8769 -0.4540 0.0093
N -2.4168 -2.4145 -1.4343 0.0060
C -2.5351 -3.5496 -2.3136 0.0002
C -3.6752 -1.9370 -0.9074 -0.0033
H -0.4648 -2.2232 -1.8838 0.0004
H -1.5443 -3.9123 -2.5916 0.0001
H -3.1211 -3.3363 -3.2128 0.0000
H -3.0502 -4.3848 -1.8291 0.0001
H -4.4256 -1.7594 -1.6848 -0.0004
H -4.1346 -2.7073 -0.2777 0.0003
H -3.5463 -1.0155 -0.3370 -0.0017
C 1.6209 -0.9340 2.4778 -0.0001
O 1.7092 -1.1332 3.6819 0.0000
N 2.1480 -1.8132 1.5905 0.0000
C 2.6444 -3.0920 2.0151 0.0000
C 2.0709 -1.5705 0.1650 0.0003
H 1.0999 -0.0756 2.0440 0.0000
H 1.9149 -3.8331 1.6756 0.0000
H 2.8224 -3.1365 3.0859 0.0000
H 3.6333 -3.3210 1.6034 0.0000
H 2.0629 -0.5534 -0.2134 0.0003
H 3.1034 -1.8284 -0.1453 0.0000
H 1.4609 -2.3254 -0.3358 0.0001
```

The maximum force is 3.6 eV/A. The expectation value of S² is 6.070. For the HOMO-LUMO gap (alpha / beta), the calculation gives 3.757 / 3.754 eV. As for the relative energy (zero: lowest compared OMol25 entry of this formula, charge and spin): 0.0 kcal per mole. Its molecular weight is 460.2 g/mol. The charge is -2. As for the multiplicity: 5. The calculation puts the energy at -2975.954777 a.u. The calculation puts the HOMO energy (alpha / beta) at 0.2971 / 0.3151 eV.

---

CHO2Sr as an isolated structure in a non-equilibrium geometry, computed with ωB97M-V/def2-TZVPD.

The geometry in XYZ format:
```
5
Properties=species:S:1:pos:R:3:nbo_charge:R:1
O -1.4180 -0.0145 -0.0228 -0.6280
C -0.2441 0.5102 0.0230 0.1948
O 0.5460 -0.5780 0.0211 -0.9249
Sr 2.0720 1.2044 0.0133 1.8538
H -0.9559 -1.1221 -0.0346 0.5043
```

The maximum force is 3.9 eV/A. For the HOMO-LUMO gap, the calculation gives 8.640 eV. As for the relative energy (zero: lowest compared OMol25 entry of this formula, charge and spin): 49.1 kcal per mole. Its molecular weight is 132.6 g/mol. The charge is +1. The calculation puts the energy at -219.602926 a.u. The calculation puts the HOMO energy at -14.2213 eV.